1.
# C6H14NO4

A 2-piece molecular cluster, C6H14NO4 overall at a distorted geometry (the ωB97M-V functional and the def2-TZVPD basis, the Open Molecules 2025 dataset).

Properties
Max |F| in eV Å⁻¹: 2.5
<S²>: 0.753
Relative energy (zero: lowest compared OMol25 entry of this formula, charge and spin) in eV: 1.164
HOMO-LUMO gap (spin up / spin down) in eV: 8.5 / 9.4
2S+1: 2

Structure (XYZ):
```
25
Properties=species:S:1:pos:R:3:forces:R:3
O 4.090691 0.673032 1.188686 0.94 2.14 -0.28
O 5.990899 1.655503 0.655659 -1.76 -0.37 0.50
O -1.754309 -0.847627 -0.958509 0.80 -0.49 0.42
O 4.280020 3.061606 1.013127 0.46 -2.47 0.10
N 4.830176 1.611315 0.960668 0.30 0.98 -0.29
C 0.590914 -0.638732 -1.744856 -0.26 0.19 -0.55
C -3.574420 -1.962292 0.411982 0.21 0.16 -0.02
C -2.488455 -0.918310 0.260873 -0.22 0.87 0.68
C -0.454153 -0.247735 -0.703923 0.54 -0.09 0.78
C 0.136378 -0.748057 0.567163 0.30 1.03 0.80
C -0.570394 1.279635 -0.522481 0.07 0.44 -0.42
H -3.102801 -2.931560 0.625636 -0.41 0.14 -0.13
H 3.375103 2.977844 1.359827 0.05 -0.29 -0.04
H -0.238817 -0.253708 1.472543 0.56 -0.60 -0.06
H 0.404986 1.779242 -0.695395 -0.38 -0.42 0.38
H 1.195299 -0.923442 0.475504 0.20 -0.31 0.56
H -4.273368 -2.043563 -0.422483 0.13 0.04 0.02
H 0.958148 -1.651240 -1.506084 -0.22 0.38 -0.57
H -2.887502 0.083636 0.427570 -0.48 0.14 -0.04
H 0.162373 -0.557460 -2.729286 -0.19 -0.43 -0.57
H -1.205487 1.665938 -1.334282 -0.21 0.06 0.51
H -0.927316 1.538361 0.506547 0.01 -0.01 -1.09
H -4.118264 -1.598078 1.303020 0.00 -0.56 -0.32
H 1.443988 0.065151 -1.774712 -0.37 -0.35 0.46
H -1.863685 -1.069458 1.163206 -0.07 -0.17 -0.82
```
Positions in Å, forces in eV/Å.

2.
# C6H14NO5

A 2-piece molecular cluster, C6H14NO5 overall at a distorted geometry (the ωB97M-V functional and the def2-TZVPD basis, the Open Molecules 2025 dataset).

Properties
Max |F| in eV Å⁻¹: 5.4
Relative energy (zero: lowest compared OMol25 entry of this formula, charge and spin) in eV: 0.000
HOMO-LUMO gap in eV: 9.5
Charge: +1

Structure (XYZ):
```
26
Properties=species:S:1:pos:R:3:forces:R:3
O -1.208808 1.816271 -0.618824 0.81 -1.69 0.17
O 2.438395 0.697217 -0.596904 -2.59 -3.98 2.59
O 1.414967 -1.599199 0.200686 -0.37 -0.60 -0.38
O -2.690811 0.342684 1.347428 0.06 -1.35 -0.98
O -2.095363 -2.198309 -1.083916 0.82 2.77 -0.63
N -0.322745 -0.379908 -1.302743 4.19 2.47 -0.68
C -2.131722 -1.728325 0.236226 1.20 -0.04 1.34
C -0.193396 2.620141 0.006900 -0.81 2.12 0.18
C 2.310867 -1.195029 0.897929 -0.34 -0.46 0.30
C -1.969550 -0.235092 0.340184 -0.20 0.20 0.78
C 2.939586 0.163491 0.639248 -0.95 -0.72 0.24
C -1.123854 0.442813 -0.425875 -1.11 0.32 0.54
H 0.117063 0.317320 -1.948964 -0.65 -1.03 -0.06
H -1.239902 -2.164668 0.769388 -1.12 0.05 0.06
H 3.996821 -0.113955 0.721604 0.23 1.05 -0.33
H -2.447668 -3.039534 -1.120078 -1.14 -2.75 -0.18
H -0.412681 3.645580 -0.409164 0.64 -1.04 0.17
H -0.424513 2.779299 1.093378 0.57 -0.75 -0.71
H 0.618292 -0.869543 -0.865422 -1.96 0.95 0.06
H 0.836604 2.302653 -0.233270 -0.65 0.07 0.33
H 2.608448 -1.916038 1.727392 0.29 1.33 -0.53
H 3.016856 1.273529 -0.947207 3.39 3.16 -1.87
H -3.086622 -1.948096 0.700702 0.05 -0.29 0.33
H -0.845640 -1.092620 -1.748360 -0.97 -0.94 -1.00
H 2.559503 0.807437 1.449518 0.74 -0.12 0.13
H -2.664132 1.271881 1.170144 -0.13 1.28 0.13
```
Positions in Å, forces in eV/Å.

3.
# C6H14NO5PS

An isolated ion of composition C6H14NO5PS and charge +2 at a distorted geometry (the ωB97M-V functional and the def2-TZVPD basis, the Open Molecules 2025 dataset).

Properties
Max |F| in eV Å⁻¹: 5.5
Relative energy (zero: lowest compared OMol25 entry of this formula, charge and spin) in eV: 0.000
HOMO-LUMO gap in eV: 10.1
Charge: +2

Structure (XYZ):
```
28
Properties=species:S:1:pos:R:3:forces:R:3
S 3.524365 1.310219 1.733397 -0.37 -0.41 -0.31
P 1.976541 0.061691 2.166868 -4.14 1.98 -0.61
O 0.094224 1.746125 -0.784507 0.25 0.27 -0.17
O 2.053634 -0.476275 3.600909 0.25 0.43 0.06
O -0.396184 -1.251284 -1.739887 -0.02 0.02 -0.53
O 0.247214 1.071953 1.900327 5.21 -1.45 0.84
O 1.767905 -1.144243 1.213503 0.40 0.28 0.67
N -1.964715 -0.129725 -3.040809 -0.02 -0.30 -0.10
C -1.001198 0.888191 -0.881803 -0.62 -0.35 0.04
C -0.754669 0.032211 -2.153295 0.53 0.42 0.55
C -0.115528 -1.262431 -0.346082 0.00 0.16 0.83
C -0.867115 0.278034 1.668969 -0.96 -0.72 -0.24
C -1.073636 -0.199641 0.221327 0.37 0.14 -0.19
C 1.384986 -0.960724 -0.157094 -0.40 -0.19 -1.38
H -1.714815 0.920754 1.943672 0.05 -0.20 0.01
H 1.960010 -1.682131 -0.743607 -0.01 0.13 0.19
H 0.033250 0.496195 -2.763248 -0.31 -0.08 -0.02
H -1.733306 -0.844957 -3.750859 -0.19 0.28 0.13
H -0.902112 -0.598547 2.328323 -0.11 0.08 0.01
H -2.078838 -0.634726 0.197969 0.03 -0.03 0.00
H -2.781993 -0.476201 -2.515567 0.23 0.14 -0.16
H 0.012940 2.312929 -0.004421 0.02 -0.12 -0.06
H -1.940376 1.453404 -0.949388 0.02 -0.04 -0.01
H 3.549130 1.860887 2.956795 -0.16 -0.01 0.28
H 1.606053 0.054571 -0.497094 0.08 -0.12 0.10
H -0.330208 -2.268780 0.022421 0.01 0.10 -0.05
H 1.653170 -1.308769 3.889641 -0.15 -0.15 0.01
H -2.208728 0.751269 -3.516462 0.03 -0.27 0.10
```
Positions in Å, forces in eV/Å.